10 unconnected molecules or ions with the total composition C56H122N6O10, computed with ωB97M-V/def2-TZVPD.

Element x y z (Å)
C  23.623060  -13.725900  -6.501390
C  22.992980  -15.150650  -6.514830
C  21.426930  -15.170280  -6.568090
O  20.880910  -14.475840  -5.405210
C  19.398080  -14.538900  -5.298360
N  23.564680  -15.999050  -7.569430
H  23.280360  -13.158770  -7.366850
H  24.705050  -13.614740  -6.430420
H  23.133550  -13.218560  -5.670070
H  23.223290  -15.676850  -5.588450
H  21.098570  -16.209070  -6.533530
H  21.187560  -14.750100  -7.544950
H  19.022610  -13.980470  -6.155840
H  19.078690  -14.124690  -4.342050
H  19.023020  -15.555190  -5.419100
H  24.569680  -15.898870  -7.563050
H  23.502320  -16.992920  -7.400840
C  19.450290  -10.003060  -8.900110
C  18.582840  -10.925320  -9.714880
C  18.795250  -10.949390  -11.206820
O  18.599900  -9.611200  -11.764940
C  19.037820  -9.575350  -13.105040
N  18.769100  -12.253050  -9.091740
H  19.457810  -8.993300  -9.310510
H  20.481490  -10.332070  -8.771760
H  18.955100  -9.950110  -7.930530
H  17.526690  -10.661280  -9.660620
H  18.223620  -11.763930  -11.651650
H  19.841120  -11.182120  -11.407060
H  19.226560  -10.556640  -13.540400
H  19.948400  -8.993160  -13.246480
H  18.267780  -9.019020  -13.639490
H  18.714480  -12.293250  -8.084020
H  18.237900  -12.981610  -9.546870
C  5.839740  -9.061330  -5.067790
C  6.942000  -9.535320  -4.072930
C  6.161480  -10.033840  -2.829770
C  6.918870  -11.018730  -1.919440
C  7.562710  -12.099710  -2.784510
C  8.407460  -11.702070  -4.006530
N  7.691870  -10.664950  -4.767000
O  8.331330  -10.341930  -5.971390
C  9.780870  -11.268300  -3.402890
C  8.532510  -12.915270  -4.896760
C  7.826890  -8.338380  -3.757480
H  6.299240  -8.547880  -5.912380
H  5.270030  -8.290250  -4.549160
H  5.212250  -9.874680  -5.432220
H  5.965960  -9.109510  -2.286180
H  5.174740  -10.437680  -3.056400
H  6.307650  -11.581890  -1.214200
H  7.751360  -10.523280  -1.419850
H  6.838610  -12.903280  -2.918840
H  8.220400  -12.538160  -2.033990
H  10.480190  -10.795250  -4.092290
H  9.769730  -10.485360  -2.644610
H  10.290160  -12.103780  -2.922580
H  7.574700  -13.130040  -5.370650
H  9.237800  -12.676670  -5.692840
H  8.976180  -13.778550  -4.400770
H  8.485830  -8.169520  -4.609180
H  8.437010  -8.576620  -2.886220
H  7.235930  -7.453830  -3.519890
H  7.828660  -10.848900  -6.613180
C  15.286160  -11.514950  -7.929090
C  14.924090  -11.427920  -6.439460
C  13.415110  -11.536840  -6.168700
C  12.707580  -12.876770  -6.242310
C  13.487150  -13.823660  -5.243880
C  15.007980  -13.845760  -5.510560
N  15.597880  -12.473390  -5.696790
O  16.937440  -12.449680  -5.891520
C  15.674150  -14.472420  -4.266640
C  15.214530  -14.777260  -6.661390
C  15.384730  -9.941970  -6.027160
H  14.673230  -12.211990  -8.500530
H  16.343540  -11.681040  -8.135160
H  15.107690  -10.529420  -8.359170
H  13.142730  -11.044910  -5.234940
H  12.887090  -10.877760  -6.857830
H  12.662960  -13.398600  -7.198240
H  11.688000  -12.856350  -5.857440
H  13.005960  -14.766360  -5.504430
H  13.283160  -13.478580  -4.230270
H  15.298610  -15.475820  -4.065960
H  16.756590  -14.528230  -4.381990
H  15.486040  -13.840000  -3.399020
H  15.137080  -15.826770  -6.377440
H  14.570220  -14.540670  -7.508150
H  16.225700  -14.771580  -7.068320
H  14.607130  -9.226610  -6.294900
H  16.326430  -9.685250  -6.512340
H  15.525740  -9.910510  -4.946780
H  17.122710  -12.230180  -4.975510
C  15.529510  -2.513870  -7.403010
C  16.015870  -3.657850  -6.462390
C  14.799790  -4.674580  -6.500090
C  15.122950  -6.048480  -5.770760
C  16.369220  -6.649020  -6.442110
C  17.636940  -5.689580  -6.564110
N  17.174960  -4.333740  -7.052270
O  18.197240  -3.487720  -7.459130
C  18.312410  -5.654840  -5.140060
C  18.621630  -6.266840  -7.562900
C  16.259690  -3.149100  -5.060030
H  14.587980  -2.107110  -7.033980
H  15.376250  -2.904870  -8.408860
H  16.303790  -1.747980  -7.447730
H  13.969300  -4.198650  -5.978680
H  14.469110  -4.928050  -7.507320
H  14.300490  -6.755680  -5.878150
H  15.242880  -5.860350  -4.703830
H  16.134050  -7.131910  -7.390600
H  16.773030  -7.411120  -5.775590
H  19.041020  -4.854100  -5.013370
H  17.596090  -5.611100  -4.319650
H  18.889220  -6.566880  -4.986490
H  19.581920  -5.824470  -7.297840
H  18.640120  -7.348690  -7.431160
H  18.371350  -6.108050  -8.611830
H  15.526990  -2.371300  -4.844900
H  17.234890  -2.694040  -4.886790
H  16.173230  -3.851050  -4.230640
H  17.964250  -3.286340  -8.368390
C  11.461700  -10.702840  -9.740120
C  11.431900  -9.241630  -10.265860
C  9.974890  -8.861090  -10.614830
C  9.145220  -8.652100  -9.371310
C  9.760850  -7.489120  -8.630040
C  11.185830  -7.730410  -8.176830
N  11.987070  -8.313960  -9.241950
O  13.325670  -8.419980  -9.029220
C  11.647430  -6.309170  -7.803570
C  11.031660  -8.580480  -6.931030
C  12.178360  -9.278640  -11.584210
H  12.458390  -11.125090  -9.612070
H  10.974940  -11.238410  -10.555180
H  10.817250  -10.871140  -8.877290
H  9.973500  -8.008970  -11.294540
H  9.461650  -9.687430  -11.106620
H  9.004520  -9.584680  -8.824870
H  8.152390  -8.318950  -9.673650
H  9.074510  -7.500420  -7.783340
H  9.506700  -6.578750  -9.172930
H  12.685120  -6.302210  -7.470030
H  11.636600  -5.632850  -8.658310
H  11.008400  -5.838210  -7.056610
H  10.557770  -9.559750  -6.998580
H  11.950430  -8.858150  -6.414440
H  10.484410  -7.999320  -6.188830
H  11.643580  -9.731720  -12.418970
H  13.039900  -9.916800  -11.387730
H  12.600390  -8.306250  -11.838060
H  13.689680  -7.536540  -9.122110
C  9.701230  -18.001220  -6.256790
C  9.790960  -17.146700  -7.499310
O  9.077480  -17.347190  -8.508950
C  10.666050  -15.944890  -7.491720
H  9.699760  -17.426440  -5.330650
H  10.587800  -18.635290  -6.251750
H  8.743230  -18.516410  -6.326980
H  10.613790  -15.491980  -8.481790
H  11.674990  -16.178640  -7.151860
H  10.196960  -15.241610  -6.803630
C  18.264560  -9.298610  -3.853430
C  18.567930  -10.478230  -2.929070
O  17.881630  -11.445850  -2.917080
C  19.684470  -10.260280  -1.920740
H  17.645010  -9.611420  -4.693910
H  19.169880  -8.802160  -4.202760
H  17.710840  -8.562850  -3.270200
H  19.588470  -9.333730  -1.354710
H  20.616020  -10.419180  -2.463940
H  19.649740  -11.157410  -1.302640
C  17.911680  -16.816540  -1.840280
C  16.800180  -17.853690  -1.865330
O  16.771510  -18.740220  -2.728040
C  15.625710  -17.702190  -0.860410
H  17.365360  -15.905430  -2.084220
H  18.773110  -17.113350  -2.438570
H  18.184450  -16.644060  -0.799150
H  15.981440  -17.530790  0.155550
H  14.978330  -18.576430  -0.791980
H  14.970670  -16.898620  -1.197020
C  13.162970  -9.133020  -1.645470
C  13.312680  -10.630200  -1.389200
O  12.654160  -11.104800  -0.446250
C  14.190380  -11.423550  -2.319890
H  14.056830  -8.597300  -1.965040
H  12.673100  -8.635300  -0.808560
H  12.389180  -9.065210  -2.410160
H  14.056630  -12.469130  -2.042450
H  15.260160  -11.262310  -2.186960
H  13.832540  -11.312110  -3.343430

Atomic forces in eV per Å
C -1.659 -0.322 -0.022
C 0.329 -0.612 0.974
C 0.902 0.520 0.623
O -0.931 -0.537 -0.542
C 1.991 -0.009 -1.272
N 0.156 0.274 -0.820
H 0.118 -0.140 -0.345
H -0.068 -0.538 0.098
H 0.321 0.094 0.242
H 0.089 0.525 0.647
H -0.038 -0.156 -0.107
H -0.698 0.384 0.046
H -0.376 0.258 0.239
H 0.301 0.088 -0.132
H 0.174 -0.267 0.237
H 0.195 0.583 -0.160
H -0.780 -0.137 0.313
C -0.481 0.995 -0.111
C -0.451 -0.996 0.720
C 1.964 0.863 0.016
O -0.283 -1.903 0.781
C -0.262 0.786 -0.417
N 0.370 -0.096 -1.378
H 0.008 0.033 -0.039
H -0.138 -0.275 -0.151
H 0.295 0.121 0.337
H -0.276 0.672 0.506
H -0.568 0.332 -0.389
H 0.252 -0.300 0.026
H -0.324 -0.060 0.001
H 0.292 0.011 0.403
H -0.048 -0.314 -0.426
H -0.279 0.200 -0.123
H -0.108 -0.072 0.304
C 0.915 0.349 0.279
C -0.654 -0.837 -1.717
C 0.477 0.045 0.865
C 0.488 0.385 -1.680
C -0.052 -0.603 1.335
C -0.023 0.797 1.318
N -1.535 -0.518 1.803
O 0.376 0.683 0.030
C 0.495 0.434 -0.309
C 0.868 0.160 -0.719
C 0.359 -0.599 0.387
H 0.057 -0.109 -0.201
H -0.370 -0.174 -0.040
H -0.001 0.046 0.199
H -0.193 0.061 0.200
H 0.139 -0.147 -0.485
H -0.172 0.634 0.201
H -0.279 0.257 0.380
H -0.185 0.127 -0.898
H 0.536 -0.492 -0.395
H 0.000 -0.391 -0.764
H -0.837 -0.087 0.324
H -0.021 -0.183 -0.173
H -0.035 -0.264 0.248
H 0.059 -0.006 -0.259
H -0.368 -0.038 0.267
H -0.005 0.275 -0.001
H 0.185 0.163 0.039
H 0.037 0.021 -0.151
H -0.113 0.015 -0.197
C -0.625 0.622 -0.619
C 0.264 0.470 -0.610
C -1.142 0.906 -1.007
C 1.542 -1.070 1.704
C -0.683 1.416 -1.376
C 0.102 -0.297 0.629
N -3.957 -0.111 1.115
O 1.478 -0.172 0.245
C 0.173 0.560 -0.012
C 1.042 -0.563 -1.417
C -0.226 -1.876 0.470
H 0.066 -0.323 0.078
H -0.039 -0.379 0.409
H -0.243 0.143 -0.258
H 0.345 -0.283 0.466
H 0.270 0.336 -0.560
H 0.223 0.490 -0.350
H -0.107 0.455 -0.131
H 0.585 -0.549 0.892
H -0.115 -0.293 0.073
H -0.085 0.013 -0.107
H 0.007 -0.116 -0.127
H -0.061 0.003 0.097
H -0.645 0.019 0.121
H -0.200 -0.191 -0.002
H 0.287 0.515 0.087
H 0.002 -0.005 -0.187
H -0.093 0.000 -0.038
H -0.051 0.097 0.095
H 1.582 0.175 0.261
C 0.969 -0.433 0.451
C -0.874 -1.026 -0.859
C 0.841 -1.087 1.617
C 0.394 1.439 -1.302
C 1.135 0.750 1.009
C -1.489 1.093 0.589
N -1.368 -2.205 -0.590
O 0.555 0.435 0.588
C 0.018 -0.155 -0.518
C 0.067 -0.037 0.417
C -0.291 0.853 1.012
H 0.132 0.100 0.028
H -0.014 -0.054 -0.032
H -0.237 0.244 0.007
H -0.136 0.122 -0.055
H 0.303 0.389 -0.295
H -0.204 0.017 0.042
H 0.225 -0.119 -0.008
H -0.026 0.206 -0.215
H -0.178 -0.487 -0.166
H -0.187 0.257 -0.245
H -0.116 0.156 -0.114
H -0.057 -0.213 -0.135
H 0.227 -0.263 -0.551
H 0.316 -0.073 0.186
H -0.087 0.353 0.112
H -0.073 0.133 0.118
H 0.130 0.072 -0.573
H -0.183 -0.459 -0.337
H 0.211 0.010 -0.198
C -0.631 -0.057 0.001
C -1.221 -0.881 -0.577
C -0.448 -0.639 0.714
C -0.067 0.904 -1.330
C -2.387 -1.334 0.167
C -1.650 2.126 0.587
N 0.205 -0.902 -0.385
O -1.126 -0.617 -0.574
C 1.562 0.065 -0.392
C 1.167 -1.217 1.531
C 2.216 0.216 0.637
H 0.001 0.287 0.227
H 0.165 -0.212 -0.037
H 0.325 0.110 0.198
H -0.087 0.159 0.154
H 0.746 -0.173 -0.599
H 0.268 0.169 0.288
H -0.158 -0.204 0.001
H 0.671 0.785 0.722
H 0.762 0.098 -0.165
H -0.032 0.031 0.486
H -0.203 -0.155 -0.280
H 0.031 -0.460 0.089
H -0.492 0.276 -0.624
H 0.571 0.420 -0.282
H -0.151 0.034 -0.259
H -0.378 0.291 0.363
H 0.282 0.018 -0.445
H -0.312 0.094 -0.333
H 0.399 0.745 0.318
C -0.354 0.328 -0.548
C -2.191 -0.158 -2.304
O 1.656 0.042 2.579
C -0.051 0.271 -0.088
H 0.173 0.234 -0.114
H -0.229 -0.390 0.129
H 0.386 -0.499 0.088
H 0.393 -0.098 0.038
H 0.067 0.178 -0.052
H 0.180 0.136 0.297
C 0.215 -0.414 -0.061
C 0.746 2.915 0.276
O -1.102 -2.010 -0.366
C -0.364 -1.647 -0.481
H 0.153 0.002 0.092
H 0.036 -0.086 -0.004
H -0.077 0.072 0.111
H 0.296 -0.060 -0.247
H 0.279 0.805 -0.006
H -0.118 0.315 0.551
C -1.106 -0.547 1.054
C -0.597 -1.808 -1.356
O 0.086 1.583 1.621
C 0.511 -0.298 -0.253
H 0.519 0.362 -0.629
H -0.346 0.362 -0.159
H 0.318 -0.117 0.064
H 0.065 0.424 -0.084
H 0.355 -0.235 -0.443
H 0.189 0.335 0.151
C -0.562 -0.239 -0.006
C -1.216 0.452 2.321
O 1.592 0.398 -2.252
C -0.624 -1.043 0.761
H -0.001 -0.188 -0.069
H 0.423 -0.178 0.281
H 0.137 0.091 -0.572
H -0.130 -0.120 -0.075
H -0.036 0.588 -0.311
H 0.466 0.243 -0.031

Values from the calculation:
* LUMO (spin up / spin down): -2.485 / -6.332 eV
* multiplicity: 2
* E_tot: -89449.9166 eV
* ⟨S²⟩: 0.754
* HOMO (spin up / spin down): -9.99 / -9.99 eV
* total charge: +1
* largest force on an atom: 4.11 eV/Å